# 1
{"formula": "C82H197N11O8S4", "method": "wB97M-V/def2-TZVPD", "total_charge": 0, "spin_multiplicity": 1, "fmax_ev_per_a": 4.4, "homo_lumo_gap_ev": 7.7158, "e_lumo_ev": 0.30, "energy_ev": -164321.9019, "symbols": ["C", "C", "N", "C", "C", "C", "C", "H", "H", "H", "H", "H", "H", "H", "H", "H", "H", "H", "H", "H", "H", "H", "C", "C", "N", "C", "C", "C", "C", "H", "H", "H", "H", "H", "H", "H", "H", "H", "H", "H", "H", "H", "H", "H", "C", "C", "N", "C", "C", "C", "C", "H", "H", "H", "H", "H", "H", "H", "H", "H", "H", "H", "H", "H", "H", "H", "C", "C", "N", "C", "C", "C", "C", "H", "H", "H", "H", "H", "H", "H", "H", "H", "H", "H", "H", "H", "H", "H", "C", "C", "N", "C", "C", "C", "C", "H", "H", "H", "H", "H", "H", "H", "H", "H", "H", "H", "H", "H", "H", "H", "C", "C", "N", "C", "C", "C", "C", "H", "H", "H", "H", "H", "H", "H", "H", "H", "H", "H", "H", "H", "H", "H", "C", "C", "N", "C", "C", "C", "C", "H", "H", "H", "H", "H", "H", "H", "H", "H", "H", "H", "H", "H", "H", "H", "C", "C", "N", "C", "C", "C", "C", "H", "H", "H", "H", "H", "H", "H", "H", "H", "H", "H", "H", "H", "H", "H", "C", "C", "N", "C", "C", "C", "C", "H", "H", "H", "H", "H", "H", "H", "H", "H", "H", "H", "H", "H", "H", "H", "C", "C", "N", "C", "C", "C", "C", "H", "H", "H", "H", "H", "H", "H", "H", "H", "H", "H", "H", "H", "H", "H", "C", "C", "N", "C", "C", "C", "C", "H", "H", "H", "H", "H", "H", "H", "H", "H", "H", "H", "H", "H", "H", "H", "C", "C", "C", "S", "O", "O", "C", "H", "H", "H", "H", "H", "H", "H", "H", "C", "C", "C", "S", "O", "O", "C", "H", "H", "H", "H", "H", "H", "H", "H", "C", "C", "C", "S", "O", "O", "C", "H", "H", "H", "H", "H", "H", "H", "H", "C", "C", "C", "S", "O", "O", "C", "H", "H", "H", "H", "H", "H", "H", "H"], "xyz": [[27.020, 13.923, 19.985], [26.677, 15.134, 20.812], [26.379, 16.331, 19.995], [25.412, 16.096, 18.876], [24.781, 17.303, 18.043], [26.021, 17.464, 20.936], [24.609, 17.355, 21.508], [26.123, 13.408, 19.642], [27.507, 13.115, 20.531], [27.728, 14.118, 19.180], [26.057, 14.941, 21.687], [27.678, 15.259, 21.224], [25.953, 15.415, 18.219], [24.686, 15.358, 19.218], [24.251, 16.885, 17.187], [24.089, 17.868, 18.668], [25.570, 17.996, 17.750], [26.100, 18.391, 20.368], [26.749, 17.659, 21.724], [24.087, 18.133, 20.951], [24.560, 17.605, 22.568], [24.179, 16.354, 21.518], [19.825, 25.906, 15.586], [20.955, 25.374, 16.323], [20.494, 24.583, 17.433], [21.151, 24.939, 18.703], [20.601, 26.151, 19.245], [20.434, 23.135, 17.066], [21.836, 22.533, 17.013], [19.270, 26.697, 16.090], [19.256, 25.061, 15.198], [20.328, 26.238, 14.678], [21.644, 24.835, 15.674], [21.552, 26.194, 16.723], [20.667, 24.255, 19.400], [22.225, 24.761, 18.648], [21.006, 26.317, 20.244], [20.779, 26.996, 18.580], [19.543, 26.112, 19.506], [19.804, 22.831, 16.230], [19.838, 22.479, 17.700], [22.270, 22.889, 16.079], [21.886, 21.445, 17.057], [22.605, 23.075, 17.562], [16.568, 29.645, 22.566], [16.564, 29.317, 21.020], [17.096, 30.524, 20.333], [18.167, 30.243, 19.326], [17.732, 29.472, 18.137], [16.069, 31.586, 20.120], [16.651, 32.651, 19.222], [15.784, 29.047, 23.032], [16.146, 30.636, 22.736], [17.426, 29.311, 23.149], [17.182, 28.429, 20.884], [15.642, 28.942, 20.576], [18.660, 31.176, 19.054], [18.991, 29.736, 19.827], [18.506, 28.760, 17.851], [16.727, 29.067, 18.259], [17.624, 30.257, 17.388], [15.954, 32.060, 21.095], [15.132, 31.308, 19.638], [16.801, 32.350, 18.185], [17.565, 33.117, 19.591], [15.996, 33.514, 19.099], [14.562, 23.150, 19.434], [14.135, 24.502, 19.911], [13.603, 25.382, 18.845], [12.928, 26.506, 19.542], [11.553, 26.040, 19.795], [14.584, 25.909, 17.812], [14.000, 26.729, 16.615], [13.818, 22.521, 18.946], [14.932, 22.732, 20.371], [15.440, 23.216, 18.792], [13.352, 24.300, 20.642], [14.930, 25.027, 20.440], [12.904, 27.452, 19.001], [13.390, 26.690, 20.511], [11.407, 25.571, 20.768], [11.181, 25.391, 19.003], [11.033, 26.993, 19.891], [15.192, 26.431, 18.551], [15.199, 25.100, 17.419], [14.869, 27.265, 16.233], [13.618, 26.132, 15.787], [13.336, 27.478, 17.046], [24.068, 22.270, 22.654], [24.456, 23.718, 22.696], [23.412, 24.631, 23.267], [23.410, 24.811, 24.778], [21.974, 24.893, 25.233], [23.620, 25.882, 22.688], [24.951, 26.622, 22.990], [24.793, 21.542, 22.291], [23.189, 22.101, 22.033], [24.032, 21.997, 23.709], [25.342, 23.738, 23.330], [24.592, 24.006, 21.653], [23.806, 23.849, 25.103], [24.071, 25.575, 25.188], [21.210, 24.695, 24.481], [21.727, 24.149, 25.989], [21.829, 25.921, 25.565], [22.749, 26.509, 22.882], [23.514, 25.646, 21.629], [25.793, 25.976, 22.742], [25.002, 26.797, 24.064], [25.185, 27.582, 22.530], [28.068, 21.293, 11.936], [27.349, 20.116, 12.688], [26.935, 20.460, 14.035], [25.693, 21.305, 14.115], [24.764, 21.010, 15.355], [27.990, 20.860, 14.993], [28.877, 19.610, 15.130], [28.855, 20.906, 11.289], [28.599, 21.989, 12.586], [27.501, 21.811, 11.163], [26.465, 19.831, 12.118], [27.986, 19.232, 12.651], [25.869, 22.376, 14.214], [25.207, 21.194, 13.146], [25.161, 21.235, 16.345], [23.844, 21.590, 15.288], [24.682, 19.941, 15.551], [27.374, 21.079, 15.865], [28.644, 21.645, 14.615], [29.360, 19.172, 14.257], [28.232, 18.803, 15.478], [29.561, 19.772, 15.963], [21.099, 28.758, 27.896], [22.512, 28.471, 28.256], [23.216, 29.168, 27.179], [23.262, 28.368, 25.949], [23.487, 29.204, 24.741], [24.509, 29.770, 27.582], [24.422, 31.073, 28.442], [20.807, 27.934, 27.245], [20.860, 29.804, 27.705], [20.819, 28.603, 28.938], [22.814, 28.863, 29.227], [22.803, 27.422, 28.196], [24.010, 27.606, 26.164], [22.310, 27.883, 25.732], [22.831, 30.074, 24.714], [24.533, 29.511, 24.719], [23.326, 28.586, 23.858], [25.315, 29.868, 26.855], [25.058, 29.154, 28.294], [23.744, 30.921, 29.282], [24.199, 31.986, 27.890], [25.337, 31.153, 29.031], [16.641, 21.500, 12.468], [17.912, 21.770, 13.153], [17.894, 22.954, 13.976], [17.556, 24.212, 13.167], [18.783, 24.578, 12.333], [17.212, 22.950, 15.216], [17.488, 21.694, 16.108], [16.113, 22.355, 12.046], [15.954, 21.147, 13.237], [16.645, 20.809, 11.625], [18.370, 21.001, 13.774], [18.661, 22.045, 12.411], [17.343, 25.152, 13.676], [16.719, 24.135, 12.474], [18.906, 23.958, 11.445], [19.749, 24.394, 12.802], [19.001, 25.607, 12.047], [17.367, 23.926, 15.674], [16.158, 23.007, 14.943], [16.893, 20.846, 15.768], [18.508, 21.330, 16.236], [17.128, 21.891, 17.118], [17.905, 16.847, 18.723], [18.584, 17.508, 17.505], [19.775, 16.828, 17.175], [20.701, 17.737, 16.508], [21.216, 18.757, 17.506], [19.604, 15.549, 16.451], [20.837, 14.737, 15.880], [18.619, 16.462, 19.450], [17.359, 15.992, 18.324], [17.114, 17.474, 19.135], [17.831, 17.427, 16.720], [18.707, 18.577, 17.682], [21.623, 17.265, 16.170], [20.287, 18.053, 15.550], [20.592, 19.647, 17.585], [21.355, 18.295, 18.483], [22.087, 19.217, 17.037], [18.835, 15.712, 15.696], [19.170, 14.896, 17.208], [20.440, 13.726, 15.794], [21.780, 14.602, 16.412], [21.213, 15.078, 14.915], [20.595, 30.444, 7.945], [20.981, 29.245, 8.848], [22.410, 28.913, 8.769], [22.822, 28.410, 7.494], [24.098, 27.604, 7.515], [23.352, 29.790, 9.527], [23.368, 29.482, 10.968], [21.234, 31.297, 8.173], [19.684, 31.018, 8.117], [20.679, 30.238, 6.878], [20.787, 29.570, 9.870], [20.484, 28.312, 8.579], [22.015, 27.697, 7.324], [22.941, 29.216, 6.769], [24.996, 28.119, 7.857], [24.159, 26.636, 8.011], [24.235, 27.369, 6.460], [22.947, 30.755, 9.222], [24.338, 29.861, 9.069], [23.832, 30.227, 11.614], [24.012, 28.603, 10.999], [22.422, 29.231, 11.447], [24.360, 30.430, 20.518], [23.332, 31.037, 19.579], [23.066, 32.512, 19.664], [22.830, 33.060, 20.991], [21.489, 32.672, 21.594], [22.364, 33.037, 18.555], [22.143, 34.582, 18.545], [24.554, 29.384, 20.282], [24.169, 30.357, 21.589], [25.343, 30.891, 20.618], [23.606, 30.764, 18.559], [22.286, 30.736, 19.637], [23.614, 32.603, 21.593], [23.114, 34.085, 21.228], [20.593, 32.620, 20.976], [21.589, 31.664, 21.996], [21.196, 33.273, 22.456], [21.384, 32.561, 18.528], [22.861, 32.802, 17.614], [21.744, 34.854, 17.567], [23.063, 35.134, 18.737], [21.408, 34.883, 19.292], [16.867, 28.147, 12.851], [16.048, 29.401, 13.024], [15.494, 29.584, 11.546], [16.962, 29.444, 10.498], [17.647, 30.759, 10.271], [16.526, 28.614, 9.393], [17.878, 28.453, 11.689], [16.233, 27.269, 12.726], [17.375, 27.849, 13.768], [16.841, 30.114, 13.249], [15.240, 29.358, 13.754], [15.094, 30.592, 11.435], [14.822, 28.747, 11.357], [18.623, 29.119, 12.124], [18.459, 27.681, 11.186], [22.391, 29.098, 14.197], [20.983, 29.221, 13.512], [19.987, 29.436, 14.666], [20.810, 30.479, 15.983], [20.751, 29.708, 17.268], [20.253, 31.846, 16.006], [22.423, 30.353, 14.990], [23.162, 29.097, 13.426], [22.480, 28.302, 14.936], [20.626, 28.306, 13.039], [20.788, 30.137, 12.955], [19.952, 28.483, 15.193], [18.915, 29.571, 14.526], [23.271, 30.507, 15.657], [22.563, 31.199, 14.317], [18.852, 24.055, 22.827], [18.762, 23.274, 24.173], [18.094, 21.999, 23.931], [16.918, 22.258, 22.542], [15.524, 22.489, 22.945], [17.209, 21.533, 21.310], [17.436, 23.986, 22.218], [19.557, 23.567, 22.155], [19.165, 25.098, 22.772], [18.080, 23.778, 24.857], [19.700, 23.167, 24.718], [17.629, 21.324, 24.651], [18.839, 21.343, 23.480], [16.769, 24.614, 22.809], [17.331, 24.369, 21.203], [21.994, 25.163, 10.337], [22.727, 24.064, 9.756], [24.226, 24.292, 10.276], [24.138, 25.292, 11.919], [24.757, 26.605, 11.776], [24.434, 24.379, 13.043], [22.353, 25.500, 11.788], [20.961, 25.113, 9.993], [22.329, 26.087, 9.866], [22.716, 23.818, 8.694], [22.494, 23.113, 10.236], [24.633, 24.859, 9.439], [24.599, 23.284, 10.462], [21.886, 26.428, 12.119], [22.004, 24.701, 12.442]], "lowdin_charge": [-0.12, -0.28, -0.17, -0.22, -0.05, -0.24, -0.10, 0.07, 0.07, 0.08, 0.11, 0.11, 0.09, 0.10, 0.06, 0.04, 0.06, 0.10, 0.10, 0.06, 0.06, 0.07, -0.08, -0.29, -0.15, -0.28, -0.11, -0.21, -0.08, 0.08, 0.06, 0.06, 0.11, 0.12, 0.12, 0.11, 0.07, 0.07, 0.08, 0.08, 0.10, 0.04, 0.05, 0.07, -0.07, -0.23, -0.18, -0.27, -0.09, -0.23, -0.11, 0.05, 0.05, 0.06, 0.10, 0.09, 0.09, 0.11, 0.05, 0.07, 0.06, 0.10, 0.11, 0.07, 0.08, 0.07, -0.08, -0.27, -0.19, -0.30, -0.11, -0.20, -0.06, 0.09, 0.05, 0.06, 0.12, 0.10, 0.10, 0.11, 0.07, 0.09, 0.07, 0.10, 0.09, 0.05, 0.07, 0.05, -0.10, -0.26, -0.16, -0.20, -0.07, -0.31, -0.06, 0.07, 0.07, 0.07, 0.11, 0.11, 0.10, 0.08, 0.05, 0.07, 0.04, 0.11, 0.10, 0.07, 0.04, 0.07, -0.07, -0.24, -0.21, -0.21, -0.08, -0.22, -0.09, 0.06, 0.06, 0.05, 0.10, 0.09, 0.09, 0.10, 0.06, 0.04, 0.06, 0.11, 0.09, 0.06, 0.07, 0.07, -0.09, -0.27, -0.20, -0.28, -0.09, -0.24, -0.08, 0.07, 0.09, 0.07, 0.11, 0.12, 0.11, 0.09, 0.09, 0.07, 0.05, 0.10, 0.10, 0.06, 0.07, 0.06, -0.08, -0.27, -0.19, -0.20, -0.10, -0.26, -0.06, 0.07, 0.08, 0.08, 0.12, 0.10, 0.09, 0.09, 0.07, 0.05, 0.05, 0.10, 0.11, 0.07, 0.05, 0.07, -0.08, -0.29, -0.21, -0.26, -0.09, -0.20, -0.08, 0.08, 0.06, 0.07, 0.11, 0.10, 0.09, 0.12, 0.04, 0.09, 0.05, 0.11, 0.10, 0.06, 0.06, 0.06, -0.07, -0.22, -0.22, -0.27, -0.08, -0.23, -0.09, 0.06, 0.06, 0.07, 0.10, 0.11, 0.12, 0.12, 0.07, 0.05, 0.07, 0.10, 0.11, 0.08, 0.06, 0.04, -0.09, -0.20, -0.21, -0.25, -0.08, -0.28, -0.07, 0.07, 0.05, 0.08, 0.10, 0.10, 0.09, 0.11, 0.06, 0.06, 0.07, 0.09, 0.11, 0.07, 0.07, 0.06, -0.24, -0.19, -0.20, 0.71, -0.35, -0.34, -0.21, 0.11, 0.10, 0.11, 0.12, 0.10, 0.11, 0.07, 0.09, -0.20, -0.22, -0.23, 0.76, -0.36, -0.36, -0.22, 0.09, 0.12, 0.09, 0.12, 0.05, 0.09, 0.10, 0.11, -0.20, -0.23, -0.23, 0.72, -0.36, -0.34, -0.23, 0.11, 0.11, 0.12, 0.10, 0.12, 0.10, 0.10, 0.10, -0.27, -0.22, -0.14, 0.74, -0.34, -0.35, -0.22, 0.12, 0.10, 0.12, 0.11, 0.08, 0.09, 0.09, 0.08]}



# 2
{"formula": "H2N2O4S", "method": "wB97M-V/def2-TZVPD", "total_charge": 0, "relative_energy_kj_mol": 161.8, "spin_multiplicity": 1, "smiles": "NS(=O)(=O)[N+](=O)[O-]", "fmax_ev_per_a": 5.1, "homo_lumo_gap_ev": 10.6362, "e_lumo_ev": -0.77, "energy_ev": -22033.5139, "symbols": ["N", "S", "O", "O", "N", "O", "O", "H", "H"], "xyz": [[1.295, 0.241, -0.190], [-0.138, 0.834, 0.069], [-0.316, 1.255, 1.404], [-0.687, 1.457, -1.080], [-0.934, -0.829, 0.125], [-2.169, -0.855, -0.249], [-0.286, -1.767, 0.534], [1.331, -0.611, 0.361], [1.904, 0.275, -0.973]], "nbo_charge": [-1.11, 2.36, -0.85, -0.85, 0.28, -0.35, -0.36, 0.43, 0.44]}



# 3
{"formula": "C6H9N", "method": "wB97M-V/def2-TZVPD", "total_charge": 0, "relative_energy_kj_mol": 343.2, "spin_multiplicity": 1, "fmax_ev_per_a": 0.6, "homo_lumo_gap_ev": 7.5909, "e_lumo_ev": 0.34, "energy_ev": -7854.6024, "symbols": ["C", "C", "C", "C", "C", "C", "N", "H", "H", "H", "H", "H", "H", "H", "H", "H"], "xyz": [[-0.271, -2.407, -0.589], [-0.227, -0.907, -0.567], [0.723, -0.035, -0.986], [1.353, 1.574, 0.721], [0.286, 1.289, -0.370], [-1.049, 1.051, 0.271], [-1.293, -0.214, 0.160], [0.609, -2.750, -1.141], [-1.160, -2.842, -1.066], [-0.203, -2.820, 0.428], [2.301, 1.770, 0.214], [1.478, 0.662, 1.315], [1.118, 2.409, 1.393], [0.215, 2.138, -1.067], [-1.756, 1.736, 0.737], [-2.125, -0.654, 0.549]], "nbo_charge": [-0.65, -0.07, -0.22, -0.57, -0.39, 0.16, -0.44, 0.25, 0.20, 0.20, 0.24, 0.22, 0.20, 0.25, 0.21, 0.41]}